A 14-piece molecular cluster, C36H98ClO26 overall, computed with ωB97M-V/def2-TZVPD.

Properties
Total charge: -1
LUMO: 0.0814 hartree
E_tot: -104671.9765 eV
Kohn-Sham gap: 9.5621 eV
Max |F|: 3.174 eV Å⁻¹
HOMO energy: -7.347 eV

Positions of all 161 atoms, in Å:
Cl: 1.68026 1.15598 -0.95498
C: 3.14004 -0.43653 -3.89488
C: 2.19521 -0.11219 -5.01400
O: 0.91706 0.20702 -4.55012
O: 2.66295 -1.47098 -3.06756
H: 3.28645 0.47027 -3.32200
H: 4.09977 -0.78164 -4.32744
H: 2.10950 -0.96377 -5.69787
H: 2.65575 0.71362 -5.54904
H: 1.05669 0.33286 -3.61738
H: 2.57500 -1.16128 -2.10705
C: -2.69574 -1.86940 -5.67742
C: -1.71765 -2.89046 -6.12666
O: -2.25777 -4.11533 -6.50342
O: -2.17397 -0.53732 -5.40388
H: -3.24978 -2.18797 -4.80063
H: -3.47249 -1.72784 -6.41114
H: -0.97892 -2.97709 -5.31046
H: -1.14020 -2.54819 -6.98188
H: -2.79186 -4.50043 -5.79746
H: -1.29669 -0.53642 -5.01526
C: 0.96171 -1.43374 1.07728
C: 0.38035 -2.12614 -0.12343
O: -0.88250 -2.78306 0.19109
O: 0.26820 -0.29901 1.37900
H: 2.02225 -1.18172 0.87188
H: 0.98188 -2.01208 1.97710
H: 0.96589 -2.97595 -0.47107
H: 0.25616 -1.33483 -0.90603
H: -1.54693 -2.06189 0.38366
H: 0.57638 0.46740 0.80161
C: 5.45520 1.17273 0.12009
C: 5.85502 -0.13504 -0.45196
O: 6.18328 -1.00066 0.58950
O: 4.87095 2.02476 -0.86032
H: 6.29549 1.74400 0.53886
H: 4.79301 0.96563 0.95682
H: 6.80948 -0.04727 -1.04864
H: 5.05525 -0.52770 -1.15377
H: 6.00455 -1.86920 0.24058
H: 3.94321 2.04229 -0.62788
C: -3.75156 -1.69318 2.30312
C: -2.59450 -2.01350 3.36254
O: -1.89806 -0.82734 3.61571
O: -3.19240 -1.24591 1.07659
H: -4.37683 -0.88833 2.68980
H: -4.40033 -2.58447 2.13730
H: -1.94363 -2.80297 2.88205
H: -2.91753 -2.45365 4.30380
H: -1.45870 -0.52682 2.82821
H: -3.75647 -0.52027 0.73565
C: -0.38993 5.07673 -1.43293
C: 0.78701 5.31868 -0.48984
O: 0.96212 4.16442 0.37464
O: -1.58488 4.85708 -0.79276
H: -0.15463 4.24748 -2.13529
H: -0.49611 6.01239 -2.00924
H: 0.57292 6.17412 0.23158
H: 1.68934 5.49041 -1.06343
H: 1.21715 3.42187 -0.22053
H: -1.65059 3.94720 -0.53352
C: -2.07104 1.18244 -1.14149
C: -2.45385 1.74079 -2.49448
O: -3.41458 0.93840 -3.10372
O: -1.41372 2.14490 -0.21882
H: -1.42072 0.31116 -1.14027
H: -3.02178 0.91014 -0.73447
H: -1.57496 1.89625 -3.15629
H: -2.77576 2.75287 -2.23021
H: -2.96864 0.39976 -3.81739
H: -0.43497 2.02685 -0.31786
C: 6.02009 3.47762 -4.14303
C: 4.72822 2.94288 -4.68177
O: 4.59725 3.37989 -6.05190
O: 6.54919 2.72142 -3.11904
H: 5.97469 4.53743 -3.92226
H: 6.74788 3.29296 -4.94656
H: 3.86046 3.36933 -4.20379
H: 4.64431 1.88428 -4.42177
H: 5.31266 2.98941 -6.56439
H: 5.91366 2.56319 -2.39692
C: -3.86409 2.13943 1.80987
O: -4.78343 1.48056 0.92864
C: -6.13877 1.49386 1.31917
C: -6.99202 0.80469 0.28198
O: -6.62712 -0.54940 0.13438
C: -7.16857 -1.02951 -1.08911
H: -3.94515 1.67479 2.82817
H: -3.96576 3.21571 1.79412
H: -2.88672 1.81833 1.43000
H: -6.56863 2.48704 1.38181
H: -6.28601 1.04653 2.29256
H: -6.81455 1.37158 -0.58153
H: -8.06871 0.87551 0.56920
H: -6.99727 -2.12872 -1.04342
H: -6.68605 -0.56826 -1.97774
H: -8.22347 -0.84075 -1.15866
C: -1.75405 1.04458 6.27602
O: -1.36309 2.20620 5.63032
C: -2.39169 3.17225 5.42622
C: -1.71703 4.31669 4.77805
O: -0.90471 5.02941 5.66075
C: -0.28290 6.29073 5.14856
H: -0.86744 0.67216 6.83635
H: -2.04805 0.23064 5.53598
H: -2.49722 1.28481 7.01682
H: -2.82249 3.46199 6.41887
H: -3.20990 2.85185 4.81619
H: -2.54548 4.96427 4.30170
H: -1.13406 3.88803 3.93323
H: -1.08694 7.03756 4.86610
H: 0.34796 6.14345 4.24943
H: 0.33288 6.66756 5.99634
C: 2.34826 -1.31679 4.75160
O: 3.59454 -0.74061 4.32219
C: 3.44155 0.35572 3.44323
C: 2.43304 1.41434 3.91533
O: 2.68720 1.78765 5.23640
C: 2.01098 2.95473 5.52205
H: 1.53871 -0.63190 5.00546
H: 2.54332 -1.86225 5.65085
H: 2.05059 -2.03971 3.97163
H: 3.22984 0.08173 2.37405
H: 4.46777 0.77933 3.54569
H: 1.46205 0.97392 3.69905
H: 2.46941 2.31575 3.22344
H: 2.38350 3.30365 6.51672
H: 0.96022 2.81759 5.46504
H: 2.26473 3.73834 4.76191
C: -5.92955 -4.61762 -2.55136
O: -5.26046 -3.60033 -3.24343
C: -4.36656 -2.82326 -2.42004
C: -3.08686 -3.60076 -1.99190
O: -2.47671 -4.11443 -3.11051
C: -1.36478 -4.96235 -2.88489
H: -5.27769 -5.32035 -2.02429
H: -6.58332 -5.23425 -3.24545
H: -6.67595 -4.24434 -1.79619
H: -4.94299 -2.55796 -1.55511
H: -4.16876 -1.98741 -3.08878
H: -3.36978 -4.35085 -1.27847
H: -2.46179 -2.93182 -1.43487
H: -1.30711 -5.54443 -3.83160
H: -1.59584 -5.68665 -2.05823
H: -0.42209 -4.44595 -2.57581
C: 5.01674 -3.99002 -1.94522
O: 5.05825 -3.33714 -0.68379
C: 3.97727 -3.75598 0.04066
C: 4.06654 -3.36713 1.51058
O: 4.74929 -4.40895 2.25134
C: 4.84721 -4.16921 3.63692
H: 4.15687 -3.62732 -2.48656
H: 4.93163 -5.10679 -1.81441
H: 5.93619 -3.78392 -2.45751
H: 3.97015 -4.88916 0.00873
H: 2.98146 -3.34940 -0.22367
H: 3.06524 -3.30354 1.96333
H: 4.63541 -2.44310 1.64999
H: 3.93133 -4.42612 4.07734
H: 5.06384 -3.07444 3.89650
H: 5.66444 -4.73739 4.04087

Force components x, y, z for each atom (eV/Å):
Cl 0.02 0.19 -0.11
C 0.70 -0.37 -0.01
C 0.42 -0.79 -0.68
O -0.52 0.16 -0.22
O -0.49 -0.04 2.21
H 0.26 0.25 0.32
H -0.21 0.43 0.10
H 0.01 0.04 -0.02
H -0.05 0.32 -0.35
H -0.51 0.32 1.01
H 0.13 -0.25 -2.06
C -1.09 1.42 0.52
C 1.79 0.40 0.61
O -0.61 -0.69 -0.17
O -0.50 -0.55 -0.36
H 0.26 -0.45 0.26
H -0.14 0.21 -0.61
H -0.03 -0.34 -0.06
H -0.11 0.22 -0.21
H 0.10 0.28 0.19
H 0.57 -0.37 0.04
C 1.76 -0.26 -0.78
C -1.26 -0.61 0.00
O -0.24 1.74 0.03
O -1.02 2.80 0.13
H -0.17 -0.15 -0.14
H -0.20 -0.92 0.42
H 0.43 0.32 -0.19
H 0.11 -0.80 0.30
H 0.71 -0.94 -0.06
H -0.31 -1.34 0.64
C 0.35 1.11 0.39
C 1.27 -0.35 -2.06
O -0.30 -0.22 0.81
O 0.16 -0.11 0.21
H 0.09 -0.46 -0.03
H -0.39 0.14 0.00
H -1.03 0.34 -0.06
H 0.62 0.33 0.89
H 0.07 -0.83 -0.05
H -0.80 0.11 -0.47
C 0.15 -0.82 1.19
C -0.28 -0.35 -2.63
O -0.12 -0.16 1.16
O -0.09 0.26 -0.10
H -0.07 -0.03 0.28
H 0.43 0.39 0.08
H -0.38 0.76 0.34
H -0.49 0.31 0.00
H 0.54 0.18 -0.90
H 0.34 -0.42 0.22
C 1.00 0.76 -0.67
C -0.88 -0.58 1.67
O 0.31 0.11 -1.02
O -1.05 1.18 0.20
H 0.09 0.34 0.23
H -0.02 -0.34 -0.17
H 0.27 -0.92 -1.11
H 0.32 0.30 -0.14
H -0.03 0.37 0.61
H 0.13 -1.22 0.46
C 1.27 0.32 0.97
C 1.93 0.95 0.16
O 0.05 -0.89 -1.08
O -0.08 -0.77 -1.29
H -0.05 -0.26 -0.39
H -0.51 -0.17 0.76
H -0.28 -0.20 0.29
H -0.70 0.02 -0.53
H -0.68 0.74 0.76
H -0.91 0.02 -0.08
C 0.69 -0.60 -0.85
C -0.70 0.87 -0.27
O -0.24 -0.83 0.38
O 0.27 -0.66 1.55
H -0.05 0.38 0.04
H -0.04 0.60 -0.12
H -0.29 0.39 0.31
H 0.30 -0.32 -0.91
H 0.01 -0.03 0.05
H 0.01 0.16 -0.08
C 0.18 -1.92 0.27
O -0.32 0.08 -0.04
C -0.22 -0.24 0.05
C -0.03 -0.55 1.81
O -0.28 0.47 -0.58
C 1.10 -1.09 0.13
H -0.13 0.72 -0.52
H -0.13 0.29 0.12
H -0.11 0.57 0.16
H 0.23 0.71 0.08
H 0.19 -0.37 0.54
H 0.05 0.53 -1.86
H 0.54 0.09 -0.15
H -0.19 0.80 -0.45
H -0.03 -0.33 0.50
H -0.77 0.11 0.09
C 0.75 -1.67 -0.24
O -0.27 0.79 -0.68
C 0.98 -0.15 1.96
C -0.82 1.37 -2.19
O 1.04 1.82 -0.16
C -1.20 -0.86 0.37
H -0.44 0.11 -0.36
H -0.01 1.04 1.01
H -0.72 -0.23 0.34
H 0.26 -0.09 -0.53
H -0.46 -0.66 -0.64
H 1.13 -0.47 0.66
H -0.13 0.36 0.25
H 0.75 -0.79 0.45
H -0.28 -0.30 0.50
H -0.54 -0.28 -0.71
C 0.62 -0.54 -0.91
O -1.54 -0.20 0.48
C 1.42 1.12 0.29
C 0.63 -0.21 -1.88
O 0.40 -1.02 -0.53
C 1.13 1.83 0.51
H 0.20 0.26 -0.37
H 0.35 -0.45 0.54
H -0.38 0.27 0.30
H 0.04 0.01 0.85
H -0.64 0.08 -0.73
H -0.69 0.21 0.62
H 0.28 -0.87 0.59
H -0.67 -0.20 -0.68
H -1.17 -0.03 0.39
H -0.05 -0.28 0.50
C -1.63 -0.75 0.02
O -0.03 -0.48 0.07
C 0.20 -1.37 -0.92
C -1.70 1.47 0.00
O 0.71 -0.37 -0.98
C -0.36 -0.85 0.36
H 0.21 0.09 -0.10
H 1.04 0.84 0.38
H 0.72 0.11 -0.38
H 0.12 0.65 0.72
H 0.31 0.28 0.60
H -0.18 -0.92 0.39
H 0.54 0.55 0.20
H 0.63 0.42 0.69
H 0.10 0.46 -0.55
H -0.70 -0.12 -0.58
C 0.09 -0.79 0.45
O 0.70 0.20 -0.93
C -1.43 -1.43 2.45
C 0.69 -1.04 1.08
O 0.43 0.24 -0.82
C 0.97 2.31 -0.65
H -0.27 0.08 -0.49
H 0.07 0.94 -0.02
H 0.37 0.25 -0.33
H -0.50 1.02 0.09
H 0.55 -0.15 -0.95
H 0.06 0.36 -0.34
H -0.39 0.20 -0.01
H -1.38 -0.44 1.06
H -0.31 -1.22 -0.51
H 0.26 -0.51 0.09